Formula: C10H11NO2
Source: the Open Molecules 2025 dataset
Level of theory: wB97M-V/def2-TZVPD

Each line ends with the Löwdin charge.
Geometry (Å):
1 C -3.20135 -1.43141 1.21164  -0.069
2 C -2.85350 -1.02937 -0.23602  -0.191
3 C -1.50060 -0.35164 -0.31872  -0.194
4 C -1.14505 0.59023 0.64743  -0.051
5 C 0.01428 1.37099 0.86947  -0.047
6 C 1.34630 1.24565 0.49022  0.039
7 C 2.00627 0.41287 -0.62936  -0.399
8 C 2.98474 1.09130 -1.52977  0.005
9 N 2.61110 -0.77419 0.01629  -0.347
10 O 1.93441 -1.76493 0.16835  0.112
11 O 3.78640 -0.67009 0.32666  0.078
12 C 0.74714 -0.01075 -1.31778  0.068
13 C -0.38169 -0.49577 -1.20050  0.062
14 H -4.23480 -1.47763 1.26264  0.046
15 H -2.91023 -0.55995 1.81414  0.053
16 H -2.71271 -2.37547 1.44429  0.091
17 H -3.52899 -0.47783 -0.79884  0.094
18 H -2.72417 -1.94923 -0.74688  0.096
19 H -2.10844 0.88488 1.21714  0.133
20 H -0.02917 2.13248 1.55007  0.073
21 H 2.08223 1.95956 0.86951  0.116
22 H 3.40866 1.95731 -1.13041  0.075
23 H 2.57919 1.26991 -2.46938  0.077
24 H 3.82999 0.45308 -1.51019  0.078

Cartesian forces (eV/Å) of the 3 atoms listed first:
1.3 1.8 -1.0
2.7 -1.3 0.7
1.3 1.7 1.6

Computed properties:
structure (SMILES)	CCC1=CC=C[C@@](C)([N+](=O)[O-])C#C1
gap between HOMO and LUMO	0.300	Eh
DFT total energy	-16125.56803	eV
F_max	4.2	eV/Å
lowest unoccupied orbital energy	-0.532	eV
E_HOMO	-0.3196	Ha

***

Formula: CH6N2
Source: the Open Molecules 2025 dataset
Level of theory: wB97M-V/def2-TZVPD

Each line ends with the Löwdin charge.
Geometry (Å):
1 N 1.26002 -1.89400 1.30025  0.234
2 H 1.44860 -2.53376 2.07261  0.090
3 H 1.51326 -2.29759 0.39989  0.080
4 H 1.83928 -1.05745 1.37477  0.077
5 C -1.41619 1.60926 -1.36594  0.009
6 N -0.35208 1.28382 -0.80163  0.176
7 H -1.64888 1.31263 -2.38544  0.108
8 H -2.24284 2.04385 -0.78400  0.125
9 H -0.40116 1.53323 0.18950  0.102

Cartesian forces (eV/Å) of the 3 atoms listed first:
1.6 0.2 -0.5
-0.5 0.1 -0.1
-0.6 -0.3 0.0

Computed properties:
gap between HOMO and LUMO (spin up / spin down)	0.482 / 0.128	Eh
DFT total energy	-4103.41268	eV
net charge	+1
F_max	1.7	eV/Å
lowest unoccupied orbital energy (spin up / spin down)	-3.833 / -10.365	eV
E_HOMO (spin up / spin down)	-0.6225 / -0.5084	Ha
2S+1	2
<S²>	0.759

***

Formula: C4H5N3
Source: the Open Molecules 2025 dataset
Level of theory: wB97M-V/def2-TZVPD

Each line ends with the Löwdin charge.
Geometry (Å):
1 H 2.82544 0.23263 -1.43885  0.050
2 N 1.82471 0.15208 -1.29776  0.120
3 C 1.44993 0.29112 -0.10211  -0.307
4 N 0.07219 0.20834 0.23142  0.055
5 C -0.94864 0.82739 0.00777  -0.171
6 C -2.11952 1.34764 -0.18395  0.011
7 H 2.04585 0.55270 0.78161  0.123
8 H -2.71164 1.07481 -1.04093  0.056
9 H -2.53985 2.04903 0.51844  0.053
10 C 0.01789 -2.14423 0.83420  -0.115
11 N 1.11041 -2.49112 0.66254  0.067
12 H -1.02676 -2.10039 1.02762  0.059

Cartesian forces (eV/Å) of the 3 atoms listed first:
0.1 -0.1 0.4
-0.5 -0.1 0.4
-0.5 1.2 -0.5

Computed properties:
structure (SMILES)	[H]/N=C/N=C=C.C#N
gap between HOMO and LUMO	0.364	Eh
DFT total energy	-8696.16599	eV
F_max	2.3	eV/Å
lowest unoccupied orbital energy	0.864	eV
E_HOMO	-0.3319	Ha

***

Formula: C25H14Cl2N4O4RuS
Source: the Open Molecules 2025 dataset
Level of theory: wB97M-V/def2-TZVPD

Each line ends with the Löwdin charge.
Geometry (Å):
1 Ru 0.42999 0.19947 0.07699  1.164
2 Cl -1.27543 3.82678 5.61831  0.627
3 C -0.97194 3.39162 3.96204  -0.687
4 C -0.25142 2.22843 3.70817  -0.038
5 C -0.01325 1.85980 2.39850  -0.188
6 N 0.73432 0.75141 1.97353  -0.035
7 C 1.77594 0.24744 2.65680  -0.460
8 O 2.06860 0.36778 3.83891  0.049
9 C 2.73782 -0.40705 1.68970  -0.195
10 C 3.83341 -1.12123 2.13414  0.004
11 C 4.70177 -1.66137 1.20119  -0.058
12 C 4.44841 -1.45429 -0.14547  -0.060
13 C 3.32861 -0.72974 -0.51336  -0.155
14 N 2.48403 -0.21244 0.37986  -0.079
15 C -0.43975 2.67635 1.32663  -0.189
16 C -1.15987 3.83278 1.59510  -0.028
17 C -1.42617 4.17492 2.91678  -0.681
18 Cl -2.33366 5.62784 3.21706  0.632
19 N -0.07170 2.19615 0.07590  -0.021
20 C -0.45908 2.74305 -1.07730  -0.461
21 O -0.93687 3.85485 -1.30296  0.029
22 C -0.25499 1.79168 -2.23907  -0.153
23 C -0.65717 2.16383 -3.51168  0.013
24 C -0.42895 1.29568 -4.56196  -0.051
25 C 0.20661 0.08659 -4.31615  -0.056
26 C 0.56257 -0.22841 -3.01978  -0.130
27 N 0.32412 0.60165 -2.00090  -0.010
28 H 0.11158 1.62142 4.52219  0.103
29 H 3.96842 -1.22969 3.20093  0.119
30 H 5.56147 -2.23721 1.51846  0.105
31 H 5.09542 -1.85470 -0.91331  0.103
32 H 3.08367 -0.55112 -1.55227  0.101
33 H -1.49948 4.46208 0.78904  0.097
34 H -1.13661 3.12476 -3.62538  0.119
35 H -0.74599 1.55593 -5.56395  0.106
36 H 0.40372 -0.62266 -5.10786  0.102
37 H 0.99924 -1.18379 -2.75573  0.079
38 O -3.45175 -0.09169 -1.12939  0.036
39 C -2.47543 -0.57766 -0.57652  -0.592
40 O -1.59797 0.13762 0.05289  -0.175
41 C -2.33648 -2.08369 -0.51968  -0.145
42 C -3.51811 -2.80105 -0.72524  -0.038
43 C -3.56266 -4.17829 -0.65409  -0.104
44 C -2.38891 -4.87444 -0.38526  -0.112
45 C -1.20810 -4.18721 -0.20129  -0.158
46 C -1.14932 -2.78470 -0.26353  -0.571
47 S 0.47840 -2.13139 -0.11673  0.665
48 H -4.40602 -2.22114 -0.93861  0.110
49 H -4.49548 -4.70756 -0.80319  0.091
50 H -2.39439 -5.95656 -0.32354  0.093
51 H -0.29119 -4.73084 -0.00889  0.082

Cartesian forces (eV/Å) of the 3 atoms listed first:
-0.2 -0.6 0.1
0.0 0.0 0.0
0.0 0.0 0.0

Computed properties:
gap between HOMO and LUMO (spin up / spin down)	0.251 / 0.237	Eh
DFT total energy	-78770.69133	eV
net charge	-1
F_max	0.6	eV/Å
lowest unoccupied orbital energy (spin up / spin down)	2.289 / 1.931	eV
E_HOMO (spin up / spin down)	-0.1673 / -0.1657	Ha
2S+1	2
<S²>	0.756

***

Formula: CH3BrO2S
Source: the Open Molecules 2025 dataset
Level of theory: wB97M-V/def2-TZVPD

Each line ends with the Löwdin charge.
Geometry (Å):
1 C -0.87307 -0.33779 -0.01471  -0.185
2 S 0.70030 0.53959 0.01645  0.273
3 O 0.81540 1.23483 -1.23571  -0.370
4 O 0.74731 1.19367 1.27952  -0.347
5 Br 2.21146 -1.09531 -0.08589  0.436
6 H -0.93585 -0.92854 0.92204  0.079
7 H -0.92989 -0.94492 -0.85632  0.032
8 H -1.73566 0.33847 -0.02537  0.082

Cartesian forces (eV/Å) of the 3 atoms listed first:
0.1 0.2 2.1
-1.7 0.2 -1.1
0.3 -0.1 0.7

Computed properties:
structure (SMILES)	CS(=O)(=O)Br
gap between HOMO and LUMO	0.391	Eh
DFT total energy	-86057.66879	eV
F_max	2.1	eV/Å
lowest unoccupied orbital energy	-0.463	eV
E_HOMO	-0.4084	Ha